The molecule C5H9NO in a non-equilibrium geometry, computed with wB97M-V/def2-TZVPD.

```
16
Properties=species:S:1:pos:R:3:forces:R:3:lowdin_charge:R:1
C -0.2411 1.1604 -1.0938 0.67 0.23 0.26 -0.037
C 0.6862 0.0158 -0.6504 -0.31 -0.04 -0.21 -0.414
O 1.8629 0.4549 0.0066 0.05 0.30 -0.11 -0.032
C 0.0285 -0.9493 0.3572 -0.20 -0.11 -0.12 -0.317
C -0.3513 -0.3022 1.6909 0.00 0.07 0.09 -0.048
C -1.1636 -1.4848 -0.3062 -1.17 -0.20 -0.91 -0.206
N -2.1096 -1.7354 -0.9283 1.07 0.05 0.86 0.161
H -1.2094 0.8005 -1.4516 0.20 0.01 0.10 0.076
H 0.2447 1.7125 -1.9108 -0.15 -0.12 0.14 0.083
H -0.3739 1.8651 -0.2614 -0.13 -0.18 -0.19 0.086
H 0.9573 -0.5676 -1.5442 -0.05 0.01 0.17 0.146
H 2.2517 1.1824 -0.4914 -0.03 -0.07 0.01 0.098
H 0.7310 -1.7700 0.5331 -0.05 0.08 0.00 0.149
H -0.7443 -1.0549 2.3806 0.08 0.12 -0.11 0.087
H -1.1208 0.4652 1.5579 0.15 -0.12 0.00 0.086
H 0.5399 0.1533 2.1231 -0.11 -0.02 0.02 0.082
```
Forces are in eV/Å.

Results
Energy relative to the best compared isomer or geometry (same formula, charge and spin) = 95.12 kJ/mol
SMILES = C[C@@H](O)[C@@H](C)C#N
Charge = 0

=====

A structure of composition C20H41BF7OSi2 in a non-equilibrium geometry, computed with wB97M-V/def2-TZVPD.

```
72
Properties=species:S:1:pos:R:3:forces:R:3:lowdin_charge:R:1
C 4.4083 -1.2815 1.8181 0.78 -0.29 0.56 -0.161
C 5.7873 -0.5049 1.3966 -0.11 0.58 -0.21 -0.262
C 5.5878 0.5863 0.1490 1.15 0.34 1.09 -0.219
C 4.3427 1.5966 0.4656 0.36 1.20 -0.18 -0.232
C 3.0765 1.5170 -0.5653 -0.94 -0.07 0.76 -0.229
C 2.8194 0.0598 -1.2652 -0.38 0.73 -1.15 -0.217
C 1.2024 -0.0143 -1.6543 0.88 -1.00 1.18 -0.221
C 0.7692 -1.4885 -2.2416 -0.88 1.01 -1.21 -0.187
C -0.8011 -1.3369 -2.7545 -0.14 -0.09 0.45 -0.194
C -1.8749 -1.1360 -1.5187 -1.05 -0.10 -0.61 -0.234
C -2.3930 -2.5539 -0.8462 0.04 -0.05 0.14 -0.188
C -1.4938 -3.0332 0.4584 -0.16 -0.67 -0.75 -0.207
C -2.4132 -3.3809 1.7814 0.55 0.04 0.69 -0.220
C -2.3993 -2.2006 2.9362 1.21 0.18 -0.40 -0.219
C -2.8276 -0.7253 2.3625 -0.64 0.60 0.98 -0.268
C -4.3988 -0.5880 1.9061 -0.05 -1.11 0.38 -0.326
Si -4.7430 0.8424 0.6433 -0.36 0.25 1.23 0.547
O -4.5930 2.4610 1.3253 2.39 -1.39 -0.85 -0.478
Si -2.9125 2.9627 1.4474 -2.02 0.06 -0.82 0.549
C -2.5669 4.7877 0.9327 0.97 1.15 1.03 -0.296
C -0.9293 4.8685 0.6059 -0.02 -0.09 0.32 -0.184
C -0.0240 4.9061 2.0105 3.64 -0.88 -1.18 -0.062
F -0.5203 5.4650 3.2921 1.19 -2.49 -3.61 -0.053
C 1.3668 4.3118 1.9065 -2.74 0.85 1.40 -0.030
F 2.2938 4.5918 0.7710 -3.34 -1.87 3.90 -0.016
F 1.8151 3.3867 2.9810 -0.37 3.54 -3.54 -0.028
H 4.2172 -2.1114 1.0042 0.17 1.59 1.83 0.080
H 3.4654 -0.6003 1.9433 1.90 -1.19 -0.47 0.068
H 4.6054 -1.7628 2.8922 -0.53 0.74 -2.45 0.082
H 6.2491 0.1169 2.3049 -1.20 -1.39 -1.85 0.110
H 6.5828 -1.3156 1.1127 -1.46 1.55 0.46 0.100
H 6.5796 1.2507 0.1827 -2.07 -1.47 -0.21 0.105
H 5.5803 0.0846 -0.9072 -0.36 0.87 2.08 0.106
H 4.7696 2.7088 0.3898 -0.93 -2.36 0.22 0.106
H 3.9816 1.4956 1.5986 0.79 0.00 -2.56 0.107
H 3.0937 2.3895 -1.3803 0.20 -2.08 1.68 0.122
H 2.1023 1.7471 0.0862 2.00 -0.43 -1.35 0.094
H 3.4797 0.0160 -2.2587 -1.51 -0.04 2.06 0.123
H 3.1290 -0.8690 -0.6253 -0.67 1.95 -0.96 0.094
H 0.6336 0.1152 -0.6189 1.08 0.00 -2.15 0.095
H 0.9253 0.8841 -2.3665 0.48 -1.97 1.31 0.124
H 1.4147 -1.7471 -3.2032 -1.33 0.39 2.13 0.118
H 0.8396 -2.3632 -1.4493 0.02 1.95 -1.52 0.115
H -1.1183 -2.2774 -3.3741 0.65 1.74 1.11 0.110
H -0.9259 -0.3936 -3.4573 0.54 -1.93 1.38 0.116
H -1.5045 -0.3689 -0.6991 -0.62 -1.63 -1.59 0.072
H -2.8396 -0.6403 -2.0055 2.01 -0.98 0.99 0.091
H -2.3771 -3.3745 -1.7033 -0.02 1.69 1.87 0.123
H -3.5143 -2.4842 -0.4539 2.29 0.10 -1.02 0.090
H -0.6809 -2.2084 0.6329 -1.53 -1.58 0.06 0.101
H -0.9286 -4.0406 0.1728 -1.10 2.25 0.59 0.114
H -1.9329 -4.3464 2.2720 -1.22 1.93 -0.90 0.107
H -3.5204 -3.6196 1.4839 2.13 0.35 0.40 0.098
H -2.9914 -2.4955 3.9211 0.94 0.62 -2.26 0.115
H -1.2613 -2.1051 3.2794 -2.35 -0.15 -0.69 0.114
H -2.1739 -0.3703 1.4572 -0.97 -0.96 1.76 0.078
H -2.6710 0.0469 3.2538 -0.14 -1.51 -1.93 0.107
H -4.6695 -1.5975 1.3311 0.33 2.15 1.12 0.074
H -5.1553 -0.4803 2.8153 1.71 -0.40 -1.71 0.089
H -6.1278 0.6825 0.1295 0.02 0.24 0.26 -0.040
H -3.8764 0.6009 -0.5225 0.18 0.36 0.08 -0.044
H -2.1447 2.0860 0.5331 0.06 0.05 -0.05 -0.025
H -2.4501 2.6782 2.7988 0.12 0.19 0.41 -0.023
H -2.7030 5.4461 1.9173 -0.06 -1.14 -2.32 0.089
H -3.2224 5.1869 0.0450 1.45 -0.74 1.78 0.096
H -0.6122 3.8489 0.0773 -0.49 2.40 1.10 0.103
H -0.6866 5.7687 -0.1064 -0.43 -1.68 1.57 0.122
B -0.0279 -3.9362 -6.1695 0.01 -0.10 -0.22 -1.054
F 0.9156 -3.1413 -5.4002 -0.95 -0.74 -0.68 0.018
F -1.1369 -4.3315 -5.3167 1.12 0.46 -0.78 0.014
F -0.5299 -3.1484 -7.2835 0.53 -0.82 1.23 0.018
F 0.6399 -5.1235 -6.6776 -0.72 1.29 0.58 0.018
```
Forces are in eV/Å.

Results
Charge = -1

=====

A structure of composition C7H8O in a non-equilibrium geometry, computed with wB97M-V/def2-TZVPD.

```
16
Properties=species:S:1:pos:R:3:forces:R:3:lowdin_charge:R:1
C -2.1157 -1.1555 -0.1179 5.19 4.63 -1.06 0.096
C -0.9272 -0.3260 -0.0182 -3.92 -2.12 -0.76 -0.207
C -0.4218 0.9293 -0.8558 -1.06 3.29 0.96 -0.106
C 1.1245 0.6705 -0.5640 -3.62 -1.78 -0.32 -0.162
C 0.9826 0.5634 0.9501 4.49 5.38 3.89 -0.189
C 0.3360 -0.7593 0.7981 -6.32 0.26 4.38 -0.227
C 1.1221 -0.9717 -0.2720 9.43 -0.28 -7.63 -0.332
H -2.4034 -2.0218 0.4155 0.18 -0.60 0.55 0.038
H -2.5720 -0.8454 -1.0290 -1.40 -0.07 -0.19 0.033
H -0.9660 1.4101 -2.0396 1.92 -2.21 3.92 0.193
H -0.4822 2.0968 0.0639 -0.86 -3.17 -3.03 0.184
H 1.7380 1.2762 -1.1985 0.98 -0.12 0.24 0.125
H 0.5317 1.5387 1.4680 -0.23 -2.42 -1.11 0.137
H 2.0299 0.6865 1.5544 -1.99 -1.41 -1.66 0.169
H -0.0342 -1.4283 1.5833 0.93 -0.04 -0.12 0.170
O 2.0576 -1.6635 -0.7383 -3.72 0.66 1.95 0.078
```
Forces are in eV/Å.

Results
Energy relative to the best compared isomer or geometry (same formula, charge and spin) = 733.38 kJ/mol
Charge = 0

=====

A structure of composition C24H32GeIrN4OPS in a non-equilibrium geometry, computed with wB97M-V/def2-TZVPD.

```
65
Properties=species:S:1:pos:R:3:forces:R:3:mulliken_spin:R:1
Ir -1.5705 0.4585 1.0250 -1.48 0.61 -0.63 0.871
N -2.3945 2.5212 2.0378 -0.16 -0.88 -0.22 0.037
N -2.8052 2.3534 3.3779 -0.32 0.50 0.26 -0.006
C -2.7022 1.1898 4.0413 0.30 0.11 -0.27 -0.007
N -3.1339 1.1126 5.2847 -0.08 0.10 0.03 0.005
S -1.9956 -0.1972 3.3378 0.55 -0.34 -1.07 0.112
H -1.6957 3.2669 1.9903 0.02 -0.30 0.08 -0.007
H -3.1877 2.8376 1.4721 0.05 -0.14 0.26 0.000
H -3.1927 3.1643 3.8556 0.06 -0.12 -0.24 0.000
H -3.5730 1.8765 5.7799 0.00 0.06 -0.08 0.000
H -3.0584 0.2421 5.7932 0.05 -0.01 -0.09 0.002
N -3.2810 -0.2372 -0.4827 1.33 1.32 0.77 0.004
C -3.0368 -1.6336 -0.6027 0.72 -1.39 -0.06 -0.014
C -4.0864 -2.5436 -0.5385 0.28 0.43 -0.13 -0.005
C -3.8300 -3.8986 -0.6462 0.44 -0.21 -0.12 0.004
C -2.5244 -4.3460 -0.8294 -0.42 0.08 0.03 -0.002
C -1.4711 -3.4458 -0.8757 0.16 0.39 -0.15 0.005
C -1.7046 -2.0786 -0.7578 -0.65 0.38 0.45 0.012
P -0.3200 -0.7730 -0.6649 -3.39 -3.02 -0.35 0.125
C 1.0268 -1.9530 -0.3483 0.70 0.51 0.17 -0.035
C 1.0140 -2.6127 0.8879 -0.08 0.45 -0.05 0.001
C 1.9960 -3.5388 1.1793 0.06 -0.01 -0.06 0.005
C 3.0019 -3.7981 0.2514 -0.13 0.14 -0.10 -0.007
C 3.0170 -3.1347 -0.9720 0.07 -0.25 0.11 0.002
C 2.0364 -2.2089 -1.2767 -0.28 0.02 0.10 -0.010
C -0.4363 -0.1651 -2.3838 0.19 0.30 0.29 -0.066
C -0.4622 1.2080 -2.6377 0.04 -0.18 0.14 0.011
C -0.5254 1.6659 -3.9406 -0.14 0.08 -0.17 0.004
C -0.5654 0.7593 -4.9959 0.00 0.12 0.22 0.002
C -0.5509 -0.6044 -4.7400 -0.04 -0.11 0.01 0.000
C -0.5059 -1.0745 -3.4387 0.15 -0.01 0.17 -0.005
H -4.2667 -0.0707 -0.2773 0.25 0.24 0.22 -0.001
H -3.0476 0.2454 -1.3526 -0.19 -0.01 0.01 -0.003
H -5.1008 -2.1882 -0.4306 -0.14 0.04 0.07 0.000
H -4.6399 -4.6095 -0.6050 -0.10 -0.04 0.03 0.000
H -2.3260 -5.4021 -0.9292 0.02 -0.08 -0.01 0.000
H -0.4685 -3.8216 -1.0237 0.04 -0.02 0.08 -0.001
H 0.2263 -2.3884 1.5989 0.02 -0.10 0.10 0.002
H 1.9884 -4.0520 2.1286 -0.03 -0.06 0.06 0.000
H 3.7751 -4.5144 0.4863 0.06 -0.03 0.00 0.000
H 3.8006 -3.3376 -1.6852 0.06 -0.03 -0.08 0.000
H 2.0536 -1.6895 -2.2228 0.06 0.04 -0.13 -0.001
H -0.4234 1.9055 -1.8060 -0.02 0.16 -0.05 -0.032
H -0.5511 2.7266 -4.1385 0.00 0.09 -0.03 0.000
H -0.6231 1.1170 -6.0131 0.04 0.03 -0.06 0.000
H -0.5799 -1.3132 -5.5531 -0.05 -0.04 -0.10 0.000
H -0.5228 -2.1358 -3.2404 0.03 -0.12 -0.05 0.000
C 4.5192 2.2693 -0.1599 -1.27 0.00 0.44 0.001
Ge 2.9344 2.7564 0.9645 1.34 0.53 0.05 -0.003
C 2.1243 4.4514 0.3200 0.09 -0.67 0.39 0.000
C 3.4028 2.5275 2.8905 -0.64 0.08 -0.73 -0.001
C 1.4484 1.2613 0.8244 -1.36 -0.09 0.39 0.071
H 5.2722 3.0266 0.0487 0.05 0.06 -0.01 0.000
H 4.2413 2.3029 -1.2095 0.18 0.05 -0.11 0.000
H 4.9093 1.2877 0.0946 0.05 -0.03 0.04 0.000
H 2.9201 5.1918 0.3063 0.12 0.05 0.01 0.000
H 1.3355 4.8255 0.9678 -0.05 -0.02 0.06 0.000
H 1.7472 4.3557 -0.6952 0.00 -0.09 -0.08 0.000
H 4.1572 3.2528 3.1776 0.08 0.16 -0.08 0.000
H 3.8087 1.5305 3.0491 0.00 -0.06 -0.05 0.000
H 2.5257 2.6715 3.5166 0.00 0.00 0.15 0.000
H 1.7036 0.5026 1.5667 0.03 -0.21 0.01 -0.008
H 0.4195 1.6258 1.0509 0.58 0.08 0.00 -0.023
O 2.2798 0.6450 -1.3471 -3.91 -0.84 2.10 -0.006
C 1.4740 0.6320 -0.4845 6.62 2.29 -1.98 -0.035
```
Forces are in eV/Å.

Results
Energy relative to the best compared isomer or geometry (same formula, charge and spin) = 0.00 kJ/mol
Multiplicity = 2
<S²> = 0.831
Charge = +3

=====

A structure of composition C17H19FeNPS in a non-equilibrium geometry, computed with wB97M-V/def2-TZVPD.

```
40
Properties=species:S:1:pos:R:3:forces:R:3:mulliken_spin:R:1
C -0.4093 1.6559 -0.5252 -0.99 -0.49 -0.32 0.062
C -0.5075 1.6310 -1.9584 -0.49 -1.31 0.75 -0.010
C -1.7511 1.0191 -2.2927 0.46 0.88 0.39 0.054
C -2.5028 0.8443 -1.0942 0.66 -0.18 0.44 0.017
C -1.6762 1.1946 0.0099 0.57 -0.05 -1.01 0.004
Fe 1.4586 -1.3935 0.9857 -0.32 0.86 -0.83 3.713
P 1.9328 0.2227 2.3837 0.60 1.49 1.00 0.000
H 0.4542 1.9712 0.0517 -0.14 0.30 -0.03 0.000
H 0.2615 1.9343 -2.6573 0.01 -0.08 0.05 0.000
H -2.0861 0.7729 -3.3008 -0.01 0.29 0.27 0.000
H -1.9447 1.1130 1.0603 0.02 0.17 -0.16 -0.002
H -3.5600 0.5734 -1.0412 0.42 -0.12 0.01 -0.001
H 1.0834 0.7157 3.4037 0.31 -0.03 -0.23 0.002
H 2.4515 1.4206 1.7880 -0.24 -0.53 0.50 -0.004
H 3.0471 -0.2583 3.1187 -0.16 0.46 0.09 0.006
N -0.0669 -1.9387 0.0462 -0.90 -0.77 -0.38 0.187
S 0.0540 -3.5729 0.1867 2.24 0.70 0.06 0.056
C 0.2831 -4.2538 -1.4360 -0.08 -0.81 -0.81 0.028
C 0.6639 -3.4872 -2.5369 0.08 -0.22 0.06 -0.007
C 0.9091 -4.1313 -3.7592 -0.13 0.03 0.34 0.001
C 0.7403 -5.5144 -3.8673 -0.02 0.14 0.34 0.003
C 0.3529 -6.2838 -2.7570 0.09 0.48 -0.04 0.001
C 0.1239 -5.6514 -1.5377 0.09 0.41 0.05 -0.006
C 1.8395 -3.4452 0.6759 -1.97 -1.23 0.41 0.159
C 2.1682 -3.7544 2.0136 0.92 -0.63 0.34 -0.054
C 3.4814 -3.5831 2.4537 -1.62 -0.74 0.88 0.201
C 4.4113 -2.9296 1.6353 1.48 1.08 -1.31 0.224
C 4.0371 -2.3996 0.4018 0.61 -0.68 0.51 -0.075
C 2.7525 -2.6431 -0.1135 -0.08 0.64 -1.47 0.316
H -0.8879 -1.5478 -0.3911 -0.50 0.34 -0.10 0.005
H 0.7960 -2.4108 -2.4187 -0.22 -0.23 -0.16 -0.010
H 1.2385 -3.5327 -4.6140 -0.19 -0.31 0.29 0.000
H 0.9198 -5.9994 -4.8206 -0.01 0.02 0.09 0.000
H 0.2415 -7.3641 -2.8429 0.01 0.30 0.00 0.000
H -0.1454 -6.2194 -0.6414 0.01 0.12 -0.37 -0.005
H 1.4139 -4.2256 2.6415 0.22 0.01 -0.05 -0.009
H 3.8059 -3.9830 3.4196 -0.34 0.29 -0.30 0.018
H 5.4488 -2.8378 1.9693 -0.42 0.11 -0.12 0.025
H 4.7527 -1.8570 -0.2311 -0.30 -0.23 0.41 -0.002
H 2.4763 -2.2931 -1.1165 0.32 -0.46 0.41 0.100
```
Forces are in eV/Å.

Results
Energy relative to the best compared isomer or geometry (same formula, charge and spin) = 45.38 kJ/mol
Multiplicity = 6
<S²> = 8.790
Charge = 0

=====

Calculated values (a.u.) of energy for the records, taken in order: -325.90132, -2164.72043, -346.49618, -4147.70927, -2716.90354.